This record from the Open Molecules 2025 dataset describes a molecular structure, C42H101F3N3O14Y at a distorted geometry. The level of theory is ωB97M-V with the def2-TZVPD basis set.

F_max: 5.11 eV/A
Calculated total energy: -3215.5150 hartree
E_HOMO: -7.37 eV

Last column: Löwdin charge in e.
Atoms and positions in Å:
Y  4.568  5.397  -4.130  1.2783
C  -0.559  0.158  -7.113  -0.1050
C  -0.377  1.547  -6.518  -0.4028
O  0.932  1.983  -6.573  -0.0854
H  -0.165  0.018  -8.119  0.0701
H  -1.612  -0.022  -7.329  0.0667
H  -0.274  -0.675  -6.469  0.0718
H  -0.803  1.373  -5.530  0.1273
H  -1.118  2.247  -6.903  0.1054
O  1.227  7.842  -4.098  -0.4328
H  0.487  8.030  -3.488  -0.1001
C  3.095  2.107  0.390  -0.4040
O  2.238  3.241  0.301  -0.1067
O  3.995  2.278  -0.666  -0.1174
C  3.565  1.899  1.860  -0.6725
F  2.562  1.477  2.570  0.1676
F  4.495  0.996  2.084  0.1704
F  3.983  3.048  2.311  0.1859
C  0.945  3.183  0.911  -0.2695
C  0.252  4.464  0.566  -0.0796
H  0.062  4.770  -0.463  0.0761
H  -0.826  4.366  0.696  0.0716
H  0.717  5.230  1.186  0.0832
H  1.013  3.139  1.998  0.1096
H  0.474  2.257  0.580  0.1194
H  2.440  1.281  0.113  0.1541
O  6.970  2.873  -6.797  -0.0956
H  6.499  2.059  -6.973  0.0330
H  7.825  2.750  -7.210  0.0317
O  4.710  8.228  -0.673  -0.0828
H  4.202  9.039  -0.631  0.0324
H  5.011  8.088  0.224  0.0302
O  8.767  5.996  -3.290  -0.0941
H  9.311  5.237  -3.077  0.0321
H  9.391  6.669  -3.563  0.0320
O  -1.336  11.442  -4.850  -0.0523
H  -1.998  10.852  -4.490  0.0267
H  -1.673  12.319  -4.669  0.0247
C  7.827  -6.427  3.023  -0.0182
C  6.962  -7.611  3.580  -0.4609
C  7.869  -8.551  4.316  -0.1778
C  7.130  -9.586  5.145  -0.1712
C  6.292  -8.773  6.192  -0.0930
C  5.250  -7.779  5.502  -0.5014
N  6.019  -6.974  4.541  -0.1560
O  5.192  -6.128  3.892  -0.0236
C  4.023  -8.490  4.890  -0.0262
C  4.764  -6.840  6.564  -0.0593
C  6.118  -8.365  2.448  -0.0122
H  8.797  -6.775  2.666  0.0792
H  7.834  -5.449  3.503  0.0840
H  7.270  -6.261  2.101  0.0650
H  8.721  -8.926  3.750  0.1186
H  8.499  -7.938  4.961  0.1194
H  7.817  -10.257  5.661  0.1036
H  6.541  -10.316  4.589  0.0998
H  6.975  -8.206  6.825  0.1148
H  5.773  -9.548  6.756  0.1106
H  4.318  -9.352  4.292  0.0605
H  3.438  -8.918  5.704  0.0786
H  3.323  -7.863  4.338  0.0862
H  4.046  -6.174  6.086  0.0748
H  4.176  -7.428  7.270  0.0905
H  5.418  -6.068  6.968  0.0923
H  5.602  -9.285  2.722  0.0570
H  6.848  -8.577  1.666  0.0764
H  5.401  -7.696  1.973  0.0754
H  5.229  -5.264  4.310  0.1131
C  -10.374  1.307  -2.215  -0.0304
C  -10.006  1.723  -3.657  -0.4523
C  -11.113  2.478  -4.414  -0.1372
C  -11.326  3.938  -3.842  -0.1622
C  -9.962  4.705  -3.957  -0.1427
C  -8.684  4.002  -3.417  -0.4732
N  -8.744  2.553  -3.811  -0.1652
O  -7.677  1.826  -3.518  -0.0048
C  -7.516  4.821  -3.977  -0.0343
C  -8.846  4.044  -1.912  -0.0555
C  -9.930  0.385  -4.510  -0.0391
H  -10.546  2.097  -1.483  0.0592
H  -9.640  0.659  -1.734  0.0859
H  -11.285  0.729  -2.369  0.0796
H  -10.914  2.622  -5.476  0.1170
H  -12.072  2.026  -4.160  0.1125
H  -11.672  3.874  -2.810  0.0883
H  -12.191  4.473  -4.233  0.1006
H  -10.026  5.734  -3.603  0.1148
H  -9.922  4.824  -5.040  0.1063
H  -6.518  4.637  -3.580  0.0788
H  -7.458  4.607  -5.044  0.0860
H  -7.562  5.897  -3.812  0.0863
H  -9.749  4.002  -1.302  0.0739
H  -8.268  3.216  -1.501  0.0844
H  -8.407  4.961  -1.521  0.0798
H  -9.664  0.558  -5.553  0.0802
H  -10.863  -0.169  -4.417  0.0797
H  -9.132  -0.234  -4.100  0.0707
H  -7.112  2.044  -4.263  0.1130
C  -1.967  -5.378  1.514  -0.0500
C  -3.264  -5.886  0.939  -0.4665
C  -3.562  -5.176  -0.445  -0.1348
C  -2.757  -5.677  -1.627  -0.1748
C  -2.804  -7.228  -1.698  -0.1137
C  -2.584  -8.030  -0.365  -0.4848
N  -3.287  -7.389  0.756  -0.1051
O  -3.065  -8.099  1.985  -0.0163
C  -3.286  -9.392  -0.504  -0.0506
C  -1.027  -8.211  -0.147  -0.0214
C  -4.414  -5.521  1.959  -0.0368
H  -1.166  -5.379  0.774  0.0736
H  -1.725  -5.914  2.432  0.0834
H  -2.069  -4.406  1.996  0.0863
H  -4.617  -5.271  -0.703  0.1150
H  -3.413  -4.137  -0.150  0.1141
H  -1.737  -5.343  -1.438  0.0979
H  -3.063  -5.286  -2.598  0.1102
H  -1.945  -7.463  -2.328  0.1074
H  -3.701  -7.602  -2.192  0.1131
H  -4.371  -9.300  -0.454  0.0886
H  -3.035  -9.939  -1.413  0.0799
H  -3.005  -10.099  0.276  0.0752
H  -0.549  -7.233  -0.188  0.0686
H  -0.750  -8.794  0.731  0.0743
H  -0.603  -8.817  -0.948  0.0806
H  -5.403  -5.938  1.768  0.0778
H  -4.541  -4.447  2.091  0.0782
H  -4.227  -5.998  2.921  0.0708
H  -2.105  -8.105  1.986  0.0599
C  4.687  -4.875  -5.199  -0.0486
C  6.227  -5.148  -4.970  -0.4602
C  6.707  -6.343  -5.759  -0.0629
O  6.875  -4.013  -5.523  -0.0757
H  4.413  -4.921  -6.252  0.0773
H  4.527  -3.824  -4.956  0.0622
H  4.052  -5.445  -4.520  0.0743
H  6.442  -5.093  -3.903  0.1298
H  7.755  -6.372  -6.059  0.0783
H  6.141  -6.419  -6.687  0.0739
H  6.536  -7.326  -5.320  0.0768
H  6.432  -3.225  -5.200  0.0748
C  7.160  7.795  6.538  -0.0639
C  6.313  8.995  6.282  -0.5437
C  6.975  10.336  5.958  -0.0464
O  5.450  8.907  5.202  -0.0501
H  7.931  7.963  7.290  0.0821
H  7.729  7.595  5.630  0.0817
H  6.686  6.847  6.789  0.0812
H  5.684  9.024  7.172  0.1290
H  7.659  10.570  6.774  0.0759
H  6.321  11.195  5.807  0.0792
H  7.494  10.231  5.005  0.0816
H  4.904  8.128  5.329  0.0935
C  -3.811  11.445  4.475  -0.0575
C  -4.426  12.756  3.927  -0.5077
C  -5.330  13.470  4.957  -0.0456
O  -3.452  13.654  3.489  -0.0462
H  -3.360  11.510  5.465  0.0761
H  -2.959  11.075  3.903  0.0696
H  -4.646  10.751  4.385  0.0801
H  -5.018  12.473  3.056  0.1222
H  -5.542  14.469  4.574  0.0781
H  -4.832  13.370  5.922  0.0757
H  -6.316  13.020  5.071  0.0726
H  -2.650  13.184  3.251  0.0826